1.
14
Properties=species:S:1:pos:R:3 method="wB97M-V/def2-TZVPD" energy_ev=-8483.76523 homo_ev=-9.2 total_charge=0 relative_energy_ev=1.272 mol_weight_da=89.11 gap_ha=0.37820 lumo_ev=1.105
C -0.0564 1.2438 -0.9286
C 0.3897 0.5108 0.3515
C 0.7502 -0.9479 -0.0646
C -0.8245 -0.1596 0.9885
H -0.5613 0.5673 -1.6088
H -0.6458 2.1785 -0.7280
H 1.1383 0.9999 0.9762
H 1.3275 -0.9846 -1.0142
H 1.3049 -1.5264 0.7192
H -0.9658 -2.1572 -0.0232
H -1.7795 0.3741 1.0881
H -0.4733 -0.5738 1.9585
N -0.6948 -1.1883 -0.0936
F 1.0907 1.6635 -1.6209

2.
15
Properties=species:S:1:pos:R:3 method="wB97M-V/def2-TZVPD" energy_ev=-10530.71532 homo_ev=-8.9 total_charge=0 relative_energy_ev=1.788 mol_weight_da=105.11 gap_ha=0.35684 lumo_ev=0.803
H -3.3385 -1.0704 0.5024
N -3.7413 -0.2319 0.8631
C -3.4439 0.7526 0.1714
F -2.6755 0.6351 -0.9650
H -3.5805 1.7622 0.4852
C 0.5335 -0.7499 0.0890
C 1.5636 0.0657 -0.0961
C 2.8870 -0.4446 -0.5561
O 1.4264 1.4268 0.2425
H -0.4582 -0.3403 0.4048
H 0.7718 -1.7771 0.1569
H 3.7038 0.3691 -0.4466
H 2.6636 -0.5180 -1.6839
H 3.1413 -1.2335 0.1851
H 0.5469 1.3542 0.6473